1.
The following is a quantum chemistry calculation of a cluster of 11 separate species, C28H47Br22IO2 in total in a non-equilibrium geometry, from the Open Molecules 2025 dataset.

Cartesian coordinates (Å):
O  -1.825  1.046  1.978
C  -2.714  2.031  1.829
C  -2.178  3.610  1.700
C  -3.017  4.693  2.355
C  -4.385  4.160  3.137
O  -4.815  4.621  4.314
C  -5.192  2.924  2.350
I  -7.370  2.791  2.183
C  -4.353  1.839  1.708
H  -1.215  3.899  1.098
H  -2.765  5.835  2.305
H  -4.817  0.931  1.133
Br  -1.059  4.155  -1.591
C  -2.429  4.324  -2.968
C  -3.815  4.200  -2.379
Br  -4.251  2.341  -1.984
H  -2.211  3.569  -3.729
H  -2.279  5.319  -3.397
H  -4.570  4.522  -3.101
H  -3.943  4.763  -1.450
Br  -8.428  3.039  6.948
C  -6.795  3.196  8.003
C  -5.865  4.236  7.421
Br  -4.941  3.553  5.844
H  -6.351  2.198  8.056
H  -7.129  3.494  9.001
H  -5.071  4.484  8.130
H  -6.376  5.154  7.118
Br  1.667  0.074  -0.885
C  0.713  -0.907  0.504
C  1.580  -1.108  1.726
Br  2.889  -2.524  1.437
H  0.370  -1.844  0.056
H  -0.155  -0.286  0.745
H  0.978  -1.446  2.574
H  2.137  -0.212  2.015
Br  5.867  -3.393  -3.019
C  4.913  -4.373  -1.629
C  5.780  -4.575  -0.408
Br  7.089  -5.991  -0.697
H  4.570  -5.310  -2.077
H  4.045  -3.753  -1.388
H  5.178  -4.912  0.441
H  6.337  -3.679  -0.119
Br  0.654  -7.321  -2.966
C  2.337  -7.934  -2.194
C  2.197  -8.190  -0.711
Br  2.187  -6.520  0.296
H  3.092  -7.180  -2.435
H  2.572  -8.860  -2.724
H  3.060  -8.745  -0.332
H  1.281  -8.727  -0.448
Br  10.784  -6.013  -3.870
C  9.413  -5.844  -5.248
C  8.027  -5.968  -4.659
Br  7.591  -7.827  -4.263
H  9.631  -6.599  -6.009
H  9.563  -4.850  -5.677
H  7.272  -5.646  -5.381
H  7.899  -5.405  -3.730
Br  -10.986  2.670  -2.752
C  -9.353  2.828  -1.697
C  -8.423  3.867  -2.279
Br  -7.499  3.185  -3.855
H  -8.909  1.830  -1.644
H  -9.687  3.125  -0.699
H  -7.629  4.115  -1.569
H  -8.934  4.786  -2.582
Br  -10.304  -0.655  1.192
C  -8.621  -1.268  1.965
C  -8.761  -1.524  3.447
Br  -8.771  0.146  4.455
H  -7.866  -0.515  1.724
H  -8.386  -2.195  1.434
H  -7.898  -2.079  3.826
H  -9.677  -2.061  3.711
Br  10.990  -2.126  -0.232
C  12.285  -3.558  -0.502
C  13.524  -3.051  -1.203
Br  13.202  -2.800  -3.111
H  11.772  -4.354  -1.049
H  12.530  -3.913  0.503
H  14.329  -3.789  -1.146
H  13.884  -2.096  -0.812
Br  -7.843  7.130  1.453
C  -6.211  7.288  2.508
C  -5.281  8.327  1.926
Br  -4.357  7.644  0.350
H  -5.767  6.289  2.561
H  -6.545  7.585  3.506
H  -4.487  8.575  2.636
H  -5.792  9.245  1.623
Br  9.693  -1.177  -3.813
C  8.748  0.489  -3.445
C  7.251  0.284  -3.465
Br  6.581  0.150  -5.292
H  9.095  1.222  -4.179
H  9.082  0.792  -2.449
H  6.737  1.150  -3.037
H  6.929  -0.619  -2.940

Computed properties:
Energy in eV: -1582920.417
LUMO in eV: -1.783

2.
The following is a quantum chemistry calculation of the ion C8H14N2O2PS with charge +1 in a non-equilibrium geometry, from the Open Molecules 2025 dataset.

Cartesian coordinates (Å):
C  0.268  -1.477  0.305
C  -0.118  -0.202  0.637
C  2.159  -0.297  0.392
C  -1.479  0.424  0.563
C  -4.744  -1.055  0.051
C  0.921  2.632  -1.072
C  4.662  -1.319  -0.214
C  -3.829  0.141  0.259
N  1.022  0.573  0.631
N  1.634  -1.570  0.280
O  -1.416  1.642  0.490
O  -2.546  -0.343  0.577
P  1.024  2.301  0.811
S  3.808  0.103  0.531
H  -0.265  -2.504  0.145
H  -5.828  -0.605  -0.045
H  -4.402  -1.591  -0.765
H  -4.848  -1.767  0.857
H  1.153  1.601  -1.538
H  1.698  3.401  -1.256
H  -0.058  2.931  -1.190
H  5.669  -1.392  0.390
H  4.912  -1.160  -1.304
H  3.999  -2.178  -0.275
H  -4.217  0.785  1.027
H  -3.872  0.672  -0.662
H  2.203  -2.213  -0.232
H  2.488  2.467  0.606

Computed properties:
Relative energy (zero: lowest compared OMol25 entry of this formula, charge and spin) in eV: 0.000
Energy in eV: -35714.401
LUMO in eV: -3.644
Charge: +1

3.
The following is a quantum chemistry calculation of a cluster of 2 separate species, C5H11NO in total in a non-equilibrium geometry, from the Open Molecules 2025 dataset.

Cartesian coordinates (Å):
N  -2.051  -0.710  0.996
C  -1.458  -0.218  -0.166
C  -2.229  0.131  -1.223
C  2.258  -0.704  0.575
C  0.803  -1.000  0.495
C  -0.014  -0.329  -0.336
H  -1.442  -1.200  1.629
H  -2.918  -1.190  0.826
H  -3.298  0.199  -1.061
H  -1.740  0.437  -2.130
H  2.499  0.051  -0.171
H  2.576  -0.401  1.573
H  2.882  -1.583  0.387
H  0.344  -1.768  1.108
H  0.375  -0.012  -1.297
H  0.433  2.465  -0.561
H  1.592  3.366  -0.178
O  1.391  2.465  -0.465

Computed properties:
Relative energy (zero: lowest compared OMol25 entry of this formula, charge and spin) in eV: 2.182
Energy in eV: -8899.515
LUMO in eV: 0.869

4.
The following is a quantum chemistry calculation of a cluster of 8 separate species, C26H65IN14O10Si in total in a non-equilibrium geometry, from the Open Molecules 2025 dataset.

Cartesian coordinates (Å):
C  4.641  0.584  1.879
C  5.008  1.402  0.545
C  3.736  1.774  -0.383
C  3.854  0.968  -1.771
C  2.596  0.034  -2.124
C  1.940  -0.720  -0.866
C  1.673  -2.297  -1.096
C  0.839  -2.800  0.212
C  -0.685  -3.185  -0.106
C  -1.667  -1.879  -0.216
C  -2.259  -1.580  1.253
Si  -2.416  0.305  1.670
C  -1.786  0.457  3.507
C  -0.262  -0.023  3.691
C  0.822  1.182  3.646
C  -4.254  0.838  1.701
C  -4.897  1.090  0.245
C  -6.457  1.484  0.479
O  -6.800  2.053  1.548
O  -7.402  1.170  -0.565
C  -1.266  1.435  0.635
C  -1.781  1.707  -0.844
O  -2.407  0.909  -1.575
I  -1.295  3.696  -1.687
H  5.552  -0.085  2.114
H  3.747  -0.123  1.781
H  4.468  1.248  2.794
H  5.814  0.811  -0.014
H  5.492  2.395  0.891
H  3.850  2.896  -0.643
H  2.733  1.675  0.151
H  4.800  0.321  -1.848
H  3.950  1.750  -2.620
H  1.775  0.709  -2.578
H  2.824  -0.751  -2.942
H  0.940  -0.200  -0.646
H  2.557  -0.643  0.104
H  2.722  -2.784  -1.140
H  1.041  -2.527  -2.018
H  0.910  -2.058  1.091
H  1.350  -3.770  0.581
H  -1.084  -3.793  0.793
H  -0.753  -3.860  -1.030
H  -1.016  -1.050  -0.652
H  -2.526  -2.213  -0.900
H  -1.505  -2.020  2.009
H  -3.229  -2.162  1.397
H  -2.521  -0.056  4.215
H  -1.828  1.593  3.729
H  -0.185  -0.461  4.760
H  0.060  -0.859  2.978
H  1.018  1.603  4.705
H  0.559  2.014  2.910
H  1.813  0.696  3.302
H  -4.860  -0.010  2.196
H  -4.352  1.754  2.376
H  -4.781  0.218  -0.484
H  -4.402  2.055  -0.163
H  -6.867  1.253  -1.402
H  -0.201  1.022  0.698
H  -1.236  2.462  1.168
C  8.223  0.687  3.793
O  7.033  0.956  3.744
N  9.168  1.595  4.146
N  8.710  -0.545  3.498
H  10.148  1.384  4.189
H  8.853  2.523  4.373
H  8.045  -1.253  3.230
H  9.686  -0.776  3.535
C  5.334  -4.364  0.720
O  6.123  -3.461  0.960
N  4.469  -4.847  1.643
N  5.252  -4.964  -0.493
H  3.817  -5.587  1.456
H  4.493  -4.432  2.560
H  5.875  -4.638  -1.213
H  4.608  -5.705  -0.700
C  -3.351  -5.252  2.250
O  -2.553  -4.358  2.488
N  -4.224  -5.723  3.175
N  -3.436  -5.856  1.039
H  -4.883  -6.457  2.989
H  -4.197  -5.304  4.090
H  -2.807  -5.539  0.319
H  -4.087  -6.591  0.833
C  -5.787  1.885  -3.450
O  -6.460  0.957  -3.001
N  -4.432  1.888  -3.416
N  -6.336  2.981  -4.013
H  -3.873  2.640  -3.777
H  -3.977  1.091  -3.002
H  -7.342  3.024  -4.058
H  -5.794  3.745  -4.381
C  9.797  -4.999  1.400
O  9.099  -5.927  1.777
N  11.149  -4.999  1.525
N  9.287  -3.884  0.821
H  11.732  -4.242  1.219
H  11.574  -5.806  1.950
H  8.285  -3.838  0.706
H  9.853  -3.117  0.508
C  -9.123  4.946  -2.459
O  -8.682  4.737  -3.580
N  -9.125  4.005  -1.484
N  -9.652  6.139  -2.089
H  -9.485  4.166  -0.561
H  -8.743  3.101  -1.712
H  -9.671  6.870  -2.780
H  -10.016  6.321  -1.171
C  -4.985  6.070  -6.516
O  -5.362  5.282  -5.662
N  -4.358  5.678  -7.651
N  -5.161  7.410  -6.406
H  -4.044  6.317  -8.358
H  -4.205  4.691  -7.777
H  -5.623  7.748  -5.578
H  -4.855  8.066  -7.101

Computed properties:
Energy in eV: -85335.928
LUMO in eV: 0.197

Which of these has the lowest energy? C28H47Br22IO2